[1]
Formula: C14H26N4O11P2SSb2W
Source: OMol25
Level of theory: ωB97M-V with the def2-TZVPD basis set

Output
HOMO energy (spin up / spin down), eV: -7.53 / -7.53
Net charge: 0
Energy relative to the best compared isomer or geometry (same formula, charge and spin), kcal/mol: 93.72
LUMO (spin up / spin down), Eh: -0.0931 / -0.0931

CARTESIAN COORDINATES (ANGSTROEM)
W1 1.146 0.521 -1.285
O1 1.808 3.420 1.019
S1 1.213 3.071 -0.239
O2 0.554 4.097 -0.969
O3 2.179 2.270 -1.145
O4 0.256 1.846 -0.037
O5 1.805 -2.226 -4.188
P1 1.751 -2.294 -2.603
O6 2.450 -3.452 -2.061
O7 2.237 -0.869 -2.137
O8 0.167 -2.280 -2.285
P2 -0.601 -1.565 -0.980
O9 1.068 1.057 -3.130
O10 0.672 -1.130 -0.102
O11 -0.711 -0.029 -1.561
H1 1.584 -1.340 -4.507
H2 0.141 1.190 -3.375
C1 -0.222 3.160 4.636
Sb1 1.007 1.778 3.543
C2 -0.689 0.944 2.567
C3 0.872 0.073 5.123
C4 1.376 -1.031 4.395
C5 0.486 -1.856 3.666
C6 0.944 -2.872 2.883
C7 2.336 -3.143 2.722
C8 3.235 -2.374 3.366
C9 2.813 -1.306 4.260
C10 3.741 -0.593 4.919
Sb2 2.988 -0.028 0.882
C11 4.576 1.405 0.692
C12 4.109 -1.626 0.017
H3 -1.044 2.641 5.128
H4 -0.639 3.860 3.910
H5 0.358 3.719 5.367
H6 -1.427 0.656 3.317
H7 -0.409 0.076 1.975
H8 -1.120 1.690 1.904
H9 -0.191 0.025 5.334
H10 1.462 0.479 5.937
H11 -0.576 -1.652 3.722
H12 0.227 -3.477 2.341
H13 2.655 -3.935 2.060
H14 4.299 -2.541 3.252
H15 4.794 -0.801 4.772
H16 3.495 0.207 5.602
H17 5.456 1.019 1.210
H18 4.272 2.352 1.130
H19 4.826 1.558 -0.358
H20 4.922 -1.868 0.706
H21 4.528 -1.311 -0.936
H22 3.484 -2.500 -0.142
N1 -5.943 -3.345 -0.287
C13 -4.667 -3.056 0.092
N2 -3.724 -3.082 -0.868
N3 -4.456 -2.788 1.354
C14 -3.198 -2.667 1.755
N4 -2.099 -2.558 2.105
H23 -6.220 -3.149 -1.233
H24 -6.637 -3.186 0.423
H25 -3.901 -3.523 -1.752
H26 -2.772 -2.840 -0.635


[2]
Formula: C14H27BFINO3
Source: OMol25
Level of theory: ωB97M-V with the def2-TZVPD basis set

Output
HOMO energy, eV: -11.77
Net charge: +1
SMILES: COCCCCC[N+]1=C(F)[C@H](CCCI)C[C@@H]1B(O)OC
LUMO, Eh: -0.1226

CARTESIAN COORDINATES (ANGSTROEM)
C1 -1.959 -3.862 -1.926
O1 -1.564 -2.597 -2.449
C2 -2.625 -1.663 -2.463
C3 -2.061 -0.260 -2.413
C4 -0.804 -0.107 -3.277
C5 0.505 -0.374 -2.541
C6 1.167 0.889 -1.946
N1 1.018 0.907 -0.480
C7 0.059 1.523 0.115
F1 -0.834 2.264 -0.520
C8 0.106 1.295 1.583
C9 -0.690 2.186 2.538
C10 -1.717 1.356 3.291
C11 -2.627 2.202 4.188
I1 -4.664 2.107 3.513
C12 1.631 1.123 1.720
C13 1.895 0.225 0.488
B1 3.479 0.219 0.156
O2 4.182 1.388 0.293
O3 4.112 -0.904 -0.268
C14 3.992 -1.992 0.687
H1 -3.002 -4.070 -2.136
H2 -1.379 -4.624 -2.425
H3 -1.785 -3.868 -0.855
H4 -3.236 -1.808 -1.572
H5 -3.296 -1.808 -3.307
H6 -1.871 -0.033 -1.369
H7 -2.813 0.425 -2.784
H8 -0.912 -0.742 -4.146
H9 -0.771 0.914 -3.647
H10 0.343 -1.112 -1.764
H11 1.208 -0.820 -3.232
H12 2.219 0.851 -2.190
H13 0.725 1.786 -2.346
H14 -0.308 0.288 1.695
H15 -0.003 2.661 3.229
H16 -1.216 2.963 1.996
H17 -1.249 0.540 3.829
H18 -2.329 0.887 2.530
H19 -2.318 3.233 4.215
H20 -2.645 1.799 5.185
H21 1.853 0.679 2.679
H22 2.071 2.101 1.606
H23 1.484 -0.764 0.668
H24 4.699 1.408 1.101
H25 4.919 -2.540 0.660
H26 3.175 -2.636 0.389
H27 3.836 -1.636 1.702


[3]
Formula: C14H27BN2O3
Source: OMol25
Level of theory: ωB97M-V with the def2-TZVPD basis set

Output
HOMO energy, eV: -8.41
Net charge: 0
Energy relative to the best compared isomer or geometry (same formula, charge and spin), kcal/mol: 0.02
SMILES: O=C(CNC1CCCCCCC1)N1CCC[C@H]1B(O)O
LUMO, Eh: 0.0224

CARTESIAN COORDINATES (ANGSTROEM)
O1 -0.681 2.102 -0.903
O2 -2.859 -0.118 -4.438
O3 -2.329 1.891 -3.293
B1 -2.348 0.501 -3.298
C1 -1.371 1.386 -0.227
N1 -0.698 0.965 2.116
N2 -1.995 0.272 -0.769
C2 -1.565 1.716 1.198
C3 -2.940 -0.569 0.001
C4 2.634 -0.872 -0.318
C5 3.289 0.505 -0.199
C6 2.727 -1.842 0.867
C7 2.301 1.644 0.112
C8 2.449 -1.234 2.262
C9 1.651 1.598 1.489
C10 1.060 -0.716 2.548
C11 -2.899 -1.946 -0.700
C12 0.589 0.443 1.642
C13 -2.180 -1.761 -2.031
C14 -1.610 -0.309 -2.078
H1 -3.108 0.643 -4.983
H2 -1.796 2.196 -2.537
H3 -0.676 1.311 3.067
H4 -2.613 1.600 1.512
H5 -1.294 2.771 1.374
H6 -3.960 -0.144 0.009
H7 -2.602 -0.629 1.015
H8 1.592 -0.765 -0.618
H9 3.009 -1.388 -1.235
H10 4.102 0.495 0.525
H11 3.808 0.766 -1.164
H12 2.048 -2.652 0.716
H13 3.709 -2.294 0.945
H14 1.490 1.607 -0.614
H15 2.791 2.618 -0.009
H16 3.209 -0.454 2.405
H17 2.741 -1.932 3.074
H18 2.393 1.539 2.284
H19 1.163 2.557 1.675
H20 1.032 -0.381 3.569
H21 0.360 -1.536 2.498
H22 -3.911 -2.356 -0.831
H23 -2.396 -2.693 -0.089
H24 0.447 0.044 0.642
H25 -2.873 -1.868 -2.847
H26 -1.362 -2.486 -2.163
H27 -0.528 -0.226 -2.202


[4]
Formula: C14H27BN3O
Source: OMol25
Level of theory: ωB97M-V with the def2-TZVPD basis set

Output
HOMO energy, eV: -12.94
Net charge: +1
Energy relative to the best compared isomer or geometry (same formula, charge and spin), kcal/mol: 0.00
LUMO, Eh: -0.0877

CARTESIAN COORDINATES (ANGSTROEM)
C1 -1.307 1.515 -2.820
B1 -1.846 0.121 -3.300
O1 -1.158 -0.675 -4.204
C2 -3.250 -0.432 -2.752
C3 -3.454 -0.026 -1.359
N1 -3.550 0.451 -0.317
C4 -4.389 0.064 -3.696
C5 -4.737 1.469 -3.480
N2 -4.950 2.594 -3.418
H1 -0.843 1.477 -1.833
H2 -0.626 1.934 -3.560
H3 -2.155 2.202 -2.718
H4 -1.356 -0.448 -5.121
H5 -3.272 -1.524 -2.795
H6 -5.275 -0.561 -3.590
H7 -4.052 -0.065 -4.726
C6 0.316 -1.447 -0.910
C7 -0.197 -1.452 0.528
C8 -0.113 -0.099 1.248
C9 1.141 0.753 1.097
N3 2.416 0.362 1.837
C10 2.489 1.020 3.195
C11 1.656 0.125 4.101
C12 1.834 -1.294 3.522
C13 2.552 -1.098 2.185
C14 3.577 0.795 0.998
H8 1.359 -1.132 -0.996
H9 0.250 -2.448 -1.335
H10 -0.294 -0.784 -1.521
H11 0.297 -2.244 1.095
H12 -1.252 -1.732 0.521
H13 -0.382 -0.223 2.297
H14 -0.909 0.530 0.833
H15 0.916 1.763 1.435
H16 1.409 0.838 0.045
H17 3.538 1.016 3.489
H18 2.138 2.046 3.127
H19 0.611 0.426 4.074
H20 1.980 0.199 5.136
H21 0.875 -1.794 3.401
H22 2.437 -1.923 4.173
H23 2.204 -1.708 1.358
H24 3.619 -1.279 2.305
H25 3.501 1.866 0.827
H26 3.542 0.257 0.054
H27 4.499 0.564 1.524


[5]
Formula: C14H27BrF3N2O3S
Source: OMol25
Level of theory: ωB97M-V with the def2-TZVPD basis set

Output
HOMO energy, eV: -11.92
Net charge: +1
SMILES: COC[C@@]1(CCCS)CO[C@](Br)(CCN)[C@H](C[C@H](O)C(F)(F)F)[NH2+]1
LUMO, Eh: -0.1007

CARTESIAN COORDINATES (ANGSTROEM)
C1 -0.905 3.074 -1.209
O1 -1.255 1.688 -1.272
C2 -1.879 1.194 -0.104
C3 -0.866 0.784 0.967
C4 -0.640 1.781 2.117
C5 -1.849 2.604 2.572
C6 -3.165 1.833 2.803
S1 -4.591 2.960 2.646
C7 -1.255 -0.591 1.601
O2 -0.156 -1.447 1.784
C8 0.454 -1.890 0.593
Br1 -0.794 -3.184 -0.267
C9 1.747 -2.575 1.055
C10 2.131 -3.901 0.423
N1 2.388 -3.799 -1.010
C11 0.587 -0.718 -0.415
C12 1.812 -0.672 -1.339
C13 1.433 -0.850 -2.846
O3 2.302 -1.780 -3.452
C14 1.599 0.456 -3.612
F1 2.776 0.992 -3.418
F2 1.500 0.215 -4.895
F3 0.644 1.321 -3.314
N2 0.479 0.557 0.356
H1 0.165 3.179 -1.016
H2 -1.519 3.642 -0.517
H3 -1.075 3.487 -2.194
H4 -2.616 1.919 0.227
H5 -2.434 0.321 -0.425
H6 -0.222 1.272 2.982
H7 0.133 2.488 1.807
H8 -1.604 3.168 3.459
H9 -2.040 3.355 1.816
H10 -3.314 0.997 2.136
H11 -3.182 1.492 3.830
H12 -4.857 2.843 1.332
H13 -1.619 -0.361 2.590
H14 -2.090 -1.068 1.098
H15 1.627 -2.758 2.116
H16 2.580 -1.883 0.955
H17 3.075 -4.186 0.879
H18 1.452 -4.700 0.683
H19 1.631 -4.197 -1.548
H20 3.239 -4.278 -1.265
H21 -0.277 -0.743 -1.059
H22 2.585 -1.396 -1.136
H23 2.282 0.311 -1.284
H24 0.440 -1.263 -2.967
H25 3.208 -1.562 -3.197
H26 1.155 0.506 1.127
H27 0.777 1.366 -0.193


[6]
Formula: C14H27ClN3O11
Source: OMol25
Level of theory: ωB97M-V with the def2-TZVPD basis set

Output
HOMO energy, eV: -7.07
Net charge: -1
Energy relative to the best compared isomer or geometry (same formula, charge and spin), kcal/mol: 0.00
LUMO, Eh: 0.0883

CARTESIAN COORDINATES (ANGSTROEM)
Cl1 1.337 -0.086 -0.189
O1 -0.015 -0.332 0.220
O2 1.550 1.330 -0.243
O3 2.244 -0.710 0.735
O4 1.610 -0.609 -1.517
O5 -2.051 5.172 0.075
C1 -1.224 4.395 -0.392
N1 -1.500 3.571 -1.429
C2 0.142 4.176 0.237
H1 -0.948 2.741 -1.555
H2 -2.402 3.636 -1.872
H3 0.870 3.851 -0.508
H4 0.169 3.426 1.026
H5 0.524 5.104 0.661
O6 -4.946 0.160 -0.586
C3 -3.919 -0.261 -0.062
N2 -2.853 0.561 0.094
C4 -3.713 -1.698 0.333
H6 -1.988 0.181 0.442
H7 -3.018 1.418 -0.411
H8 -4.197 -1.875 1.295
H9 -2.666 -2.003 0.347
H10 -4.168 -2.395 -0.373
O7 7.107 -0.314 -0.545
C5 5.923 -0.495 -0.809
N3 4.915 0.281 -0.412
C6 5.442 -1.653 -1.688
H11 4.009 -0.169 -0.371
H12 5.074 1.134 0.092
H13 6.182 -2.392 -1.983
H14 4.824 -1.230 -2.477
H15 4.745 -2.282 -1.115
O8 -2.518 -1.284 5.586
C7 -1.444 -1.653 5.228
O9 -0.699 -0.895 4.398
C8 0.581 -1.494 4.120
C9 0.619 -2.826 4.870
C10 -0.712 -2.917 5.616
H16 1.361 -0.815 4.467
H17 0.760 -1.569 3.048
H18 1.475 -2.946 5.526
H19 0.545 -3.673 4.184
H20 -0.559 -2.791 6.692
H21 -1.332 -3.790 5.445
O10 -2.741 2.458 -3.970
C11 -1.955 1.552 -3.857
O11 -0.642 1.735 -3.787
C12 0.049 0.451 -3.763
C13 -0.994 -0.601 -4.108
C14 -2.306 0.084 -3.715
H22 0.433 0.262 -2.761
H23 0.825 0.554 -4.515
H24 -0.922 -1.598 -3.678
H25 -1.100 -0.808 -5.178
H26 -2.555 0.082 -2.645
H27 -3.231 -0.156 -4.226


[7]
Formula: C14H27ClNO11P
Source: OMol25
Level of theory: ωB97M-V with the def2-TZVPD basis set

Output
HOMO energy, eV: -8.85
Net charge: 0
Energy relative to the best compared isomer or geometry (same formula, charge and spin), kcal/mol: 47.56
SMILES: CCCOCOC(=O)N(C[C@@H]1CO1)P(O)Cl.COC(=O)OC.COC(=O)OC
LUMO, Eh: 0.0105

CARTESIAN COORDINATES (ANGSTROEM)
C1 1.499 0.422 2.779
C2 2.496 1.544 2.300
C3 1.594 2.648 1.657
O1 2.355 3.721 1.109
C4 1.512 4.539 0.315
O2 0.656 5.263 1.218
C5 -0.665 5.269 0.831
O3 -0.938 5.439 -0.293
N1 -1.650 5.124 1.885
C6 -2.008 3.710 2.140
C7 -2.450 3.036 0.751
C8 -3.997 3.364 0.330
O4 -3.385 2.003 0.890
P1 -0.792 5.632 3.381
O5 -0.835 7.302 3.287
Cl1 -1.951 4.975 5.016
H1 0.739 0.329 1.973
H2 0.964 0.835 3.654
H3 2.002 -0.537 2.966
H4 3.246 1.164 1.585
H5 2.975 2.033 3.173
H6 0.988 2.122 0.882
H7 0.978 3.053 2.485
H8 2.204 5.231 -0.198
H9 0.971 3.868 -0.374
H10 -1.184 3.077 2.525
H11 -2.926 3.605 2.742
H12 -1.697 2.998 -0.071
H13 -4.958 2.992 0.735
H14 -3.959 4.209 1.110
H15 -0.410 7.579 4.118
C9 -0.081 -3.247 0.136
O6 0.894 -4.018 -0.569
C10 2.157 -3.653 -0.339
O7 2.517 -2.763 0.386
O8 2.955 -4.452 -1.058
C11 4.348 -4.175 -0.911
H16 -1.059 -3.638 -0.133
H17 0.054 -3.349 1.213
H18 -0.030 -2.200 -0.159
H19 4.661 -4.315 0.123
H20 4.577 -3.164 -1.248
H21 4.887 -4.882 -1.538
C12 -3.496 -4.807 -5.222
O9 -2.129 -5.184 -5.379
C13 -1.437 -5.225 -4.236
O10 -1.869 -4.977 -3.140
O11 -0.185 -5.587 -4.523
C14 0.675 -5.672 -3.384
H22 -3.950 -4.809 -6.211
H23 -4.024 -5.524 -4.594
H24 -3.574 -3.803 -4.805
H25 0.312 -6.425 -2.683
H26 0.762 -4.706 -2.894
H27 1.659 -5.973 -3.736


[8]
Formula: C14H27FNO5S3
Source: OMol25
Level of theory: ωB97M-V with the def2-TZVPD basis set

Output
HOMO energy, eV: -11.81
Net charge: +1
LUMO, Eh: -0.1400

CARTESIAN COORDINATES (ANGSTROEM)
C1 -1.835 1.594 -4.918
C2 -2.091 0.128 -4.585
C3 -1.170 -0.485 -3.562
F1 0.113 -0.413 -4.013
N1 -1.154 0.116 -2.159
S1 -2.718 0.885 -1.713
C4 -0.882 -1.026 -1.173
C5 -0.898 -0.639 0.305
C6 -2.084 -1.224 1.082
S2 -3.122 0.016 1.920
C7 -0.122 1.203 -2.019
C8 1.227 0.693 -1.534
O1 1.558 0.868 -0.372
O2 1.979 0.082 -2.443
C9 2.994 -0.742 -1.844
C10 4.377 -0.205 -1.931
O3 2.662 -1.808 -1.373
H1 -1.886 2.232 -4.049
H2 -2.525 1.925 -5.675
H3 -0.839 1.682 -5.334
H4 -1.886 -0.437 -5.486
H5 -3.128 -0.067 -4.361
H6 -1.402 -1.537 -3.463
H7 -3.435 -0.239 -1.541
H8 0.032 -1.524 -1.471
H9 -1.687 -1.725 -1.343
H10 0.000 -1.072 0.727
H11 -0.802 0.423 0.459
H12 -2.704 -1.862 0.464
H13 -1.699 -1.850 1.871
H14 -2.661 1.119 1.324
H15 -0.458 1.887 -1.257
H16 -0.016 1.762 -2.937
H17 4.380 0.870 -1.845
H18 4.915 -0.629 -1.100
H19 4.826 -0.501 -2.868
C11 0.554 -1.229 4.362
C12 1.830 -0.497 3.922
C13 1.497 1.000 3.855
S3 0.179 1.273 5.050
O4 -1.011 1.667 4.338
O5 0.675 2.050 6.152
C14 0.003 -0.438 5.544
H20 0.754 -2.264 4.634
H21 -0.176 -1.228 3.548
H22 2.618 -0.668 4.656
H23 2.195 -0.859 2.961
H24 2.342 1.629 4.121
H25 1.116 1.288 2.877
H26 -1.042 -0.640 5.763
H27 0.608 -0.584 6.438


[9]
Formula: C14H27GeN2NiO4
Source: OMol25
Level of theory: ωB97M-V with the def2-TZVPD basis set

Output
HOMO energy (spin up / spin down), eV: -9.05 / -9.25
Net charge: 0
Multiplicity: 4
LUMO (spin up / spin down), Eh: 0.0080 / -0.1224

CARTESIAN COORDINATES (ANGSTROEM)
Ni1 0.710 -0.200 -0.663
C1 -1.557 -3.678 -0.269
C2 -0.704 -2.874 0.697
C3 -1.221 -2.949 2.123
C4 0.763 -3.260 0.613
O1 -0.782 -1.490 0.246
Ge1 -1.443 0.011 0.978
O2 0.116 0.508 1.674
C5 0.476 1.615 2.534
C6 -0.781 2.214 3.147
C7 1.397 1.035 3.594
C8 1.198 2.630 1.659
O3 -1.241 0.932 -0.552
C9 -2.261 1.465 -1.452
C10 -3.540 0.666 -1.270
C11 -2.450 2.924 -1.067
C12 -1.728 1.324 -2.864
H1 -1.498 -4.742 -0.032
H2 -1.203 -3.524 -1.288
H3 -2.602 -3.370 -0.205
H4 -1.175 -3.976 2.488
H5 -2.266 -2.633 2.177
H6 -0.614 -2.331 2.788
H7 0.897 -4.294 0.933
H8 1.367 -2.612 1.248
H9 1.118 -3.170 -0.414
H10 -1.325 1.465 3.726
H11 -1.432 2.621 2.368
H12 -0.526 3.033 3.820
H13 0.862 0.319 4.219
H14 1.789 1.828 4.234
H15 2.233 0.531 3.111
H16 0.543 2.960 0.851
H17 2.090 2.180 1.224
H18 1.486 3.502 2.248
H19 -3.938 0.774 -0.256
H20 -3.369 -0.389 -1.489
H21 -4.310 1.028 -1.953
H22 -2.809 3.011 -0.039
H23 -3.180 3.400 -1.723
H24 -1.505 3.460 -1.155
H25 -1.567 0.281 -3.126
H26 -0.775 1.845 -2.969
H27 -2.439 1.766 -3.564
N1 0.408 -1.536 -3.460
C13 0.599 -1.032 -2.439
O4 4.867 -0.501 -0.227
C14 3.699 -0.331 -0.202
N2 2.524 -0.142 -0.127


The calculation returns the following max |F| values, one per record and in order: 0.49; 1.70; 2.86; 0.81; 1.99; 1.82; 3.52; 2.49; 0.50 eV Å⁻¹.